The following is a quantum chemistry calculation of one molecule with the formula H5PSi at a distorted geometry, from the OMol25 dataset.

The geometry in XYZ format:
```
7
Properties=species:S:1:pos:R:3:mulliken_charge:R:1
P -1.601 0.131 0.062 -0.179
Si 0.653 0.472 -0.056 0.276
H -1.536 -0.891 -0.780 0.027
H 0.648 1.802 -0.636 -0.072
H -1.922 1.161 -0.937 0.051
H 1.297 0.400 1.336 -0.053
H 0.853 -0.766 -1.017 -0.050
```

As for the SMILES: [SiH3]P. The value obtained for the relative energy (zero: lowest compared OMol25 entry of this formula, charge and spin) is 11.2 kcal/mol. For the max |F|, the calculation gives 0.056 hartree/bohr.

=====

The following is a quantum chemistry calculation of a 30-piece molecular cluster, H60O30 overall at a distorted geometry, from the OMol25 dataset.

The geometry in XYZ format:
```
90
Properties=species:S:1:pos:R:3:mulliken_charge:R:1
O -3.800 -1.770 4.064 -0.667
O -4.078 1.178 1.258 -0.719
O -4.868 -2.340 -0.987 -0.664
O -0.683 -3.456 -0.748 -0.552
O 2.272 1.082 -2.921 -0.456
O -2.518 -0.152 -0.766 0.535
O 2.982 3.187 0.693 -0.521
O -2.287 0.859 -4.932 -0.647
O -1.386 1.862 1.726 -1.019
O 2.983 -0.374 0.666 0.122
O 3.491 -3.101 1.926 -0.629
O -0.127 5.220 0.797 -0.646
O 4.703 0.019 -1.718 -0.587
O 0.614 2.249 -0.476 -0.046
O 3.073 -3.991 -0.543 -0.592
O -1.149 -0.255 3.413 -0.557
O -1.707 2.108 -1.868 -0.586
O 0.028 -0.728 -0.034 0.581
O 0.488 -2.933 2.862 -0.649
O 0.431 3.126 -3.998 -0.637
O -0.334 -0.675 -3.653 -0.533
O 0.098 3.657 3.116 -0.679
O 4.079 0.399 3.223 -0.555
O -4.996 0.096 -2.526 -0.606
O 6.126 -0.631 1.514 -0.637
O -0.512 -5.170 1.736 -0.669
O -5.894 1.894 -0.627 -0.712
O 4.206 3.025 -2.041 -0.613
O 1.283 -3.271 -2.696 -0.678
O -3.358 -2.070 1.335 -0.703
H -4.517 1.027 2.095 0.256
H -3.040 -0.799 -1.241 -0.123
H -1.527 0.364 -4.625 0.428
H -2.925 -2.870 1.039 0.251
H -0.423 2.924 2.789 0.414
H -5.024 0.377 -3.441 0.288
H 0.615 -0.554 -3.650 0.187
H 0.540 2.302 -3.525 0.306
H 2.654 -1.227 0.949 0.037
H 1.440 -2.846 2.898 0.253
H 2.840 0.200 1.419 0.066
H 1.340 1.956 -1.027 -0.028
H -0.443 -2.551 -0.551 0.235
H -0.396 6.125 0.640 0.268
H 4.168 -0.036 -0.926 0.198
H -5.152 1.589 -0.105 0.420
H -0.780 -4.609 1.009 0.283
H 1.021 2.823 0.173 0.171
H -0.849 -0.346 0.005 -0.136
H 4.864 -0.892 -1.962 0.272
H -0.869 0.132 4.242 0.253
H 3.304 -3.850 2.492 0.285
H -4.137 -2.000 0.783 0.270
H -5.015 -1.572 -1.538 0.313
H -0.803 4.691 0.374 0.297
H -3.097 0.160 -0.071 0.043
H 3.193 -3.758 0.377 0.383
H -2.145 1.350 -1.481 0.333
H 2.930 4.127 0.864 0.233
H 4.078 1.205 3.739 0.278
H -0.212 -4.561 2.411 0.407
H -2.696 1.190 -4.133 0.256
H -0.007 4.341 2.454 0.391
H 4.306 -2.736 2.272 0.249
H 1.891 -2.867 -3.314 0.275
H 6.725 -0.300 0.844 0.300
H -3.257 1.611 1.493 0.222
H 1.760 -3.289 -1.867 0.317
H -0.566 1.927 1.236 0.336
H 3.099 2.792 1.556 0.229
H -1.418 0.951 2.020 0.468
H 3.607 -4.777 -0.664 0.259
H 2.857 1.774 -2.613 0.160
H -5.227 0.879 -2.027 0.378
H -1.790 -0.921 3.662 0.273
H 0.617 0.025 -0.075 -0.126
H -6.597 2.023 0.009 0.283
H -0.128 -3.695 -1.490 0.371
H 4.438 2.916 -1.118 0.271
H -3.665 -1.849 3.120 0.418
H 0.203 -2.222 2.288 0.277
H -0.897 2.200 -1.366 0.340
H 3.400 -0.144 3.624 0.276
H 5.047 3.085 -2.494 0.268
H -5.694 -2.460 -0.518 0.310
H -0.504 -1.266 -2.920 0.234
H 2.804 0.573 -3.533 0.234
H 5.315 -0.143 1.372 0.265
H -3.903 -0.830 4.214 0.314
H -0.513 3.288 -3.985 0.330
```

The value obtained for the relative energy (zero: lowest compared OMol25 entry of this formula, charge and spin) is 64.4 kcal/mol. For the max |F|, the calculation gives 0.023 hartree/bohr.

=====

The following is a quantum chemistry calculation of a 33-piece molecular cluster, H66O33 overall at a distorted geometry, from the OMol25 dataset.

The geometry in XYZ format:
```
99
Properties=species:S:1:pos:R:3:mulliken_charge:R:1
O -17.060 -6.436 17.753 -0.660
O -16.521 -5.694 12.603 -0.693
O -9.835 -4.151 10.014 -0.602
O -11.687 -5.296 7.948 -0.635
O -16.209 -3.711 14.588 -0.669
O -8.386 -8.054 11.855 -0.692
O -9.689 -1.219 9.991 -0.632
O -14.301 -5.434 15.921 -0.150
O -10.381 -2.698 12.262 0.170
O -9.535 -1.855 17.954 -0.644
O -9.654 -7.049 14.022 -0.660
O -7.442 -5.205 11.166 -0.633
O -11.180 -6.714 11.653 -0.168
O -13.636 -6.616 18.115 -0.628
O -8.241 -4.326 14.904 -0.472
O -11.267 -8.706 16.979 -0.604
O -13.793 -3.738 18.993 -0.656
O -15.309 -1.139 14.179 -0.702
O -11.928 -4.654 13.585 0.454
O -12.858 -1.009 15.687 -0.623
O -8.066 -1.447 13.018 -0.561
O -11.845 -3.950 16.034 0.590
O -11.965 -0.336 11.355 -0.671
O -13.283 -6.321 9.836 -0.833
O -10.069 -0.774 15.327 -0.583
O -12.598 -7.529 14.501 -0.675
O -6.406 -2.103 10.613 -0.529
O -11.551 -1.982 20.012 -0.602
O -5.821 -4.936 13.555 -0.656
O -13.730 -8.801 11.953 -0.585
O -9.735 -4.833 17.646 -0.581
O -14.234 -4.410 11.880 -0.594
O -14.108 -1.953 10.735 -0.657
H -13.889 -4.713 15.431 0.077
H -8.316 -4.849 11.006 0.320
H -10.899 -1.890 12.113 0.089
H -11.108 -4.313 16.547 -0.053
H -10.895 -7.406 11.033 0.161
H -9.327 -6.195 14.330 0.304
H -16.245 -4.497 14.024 0.354
H -7.463 -4.903 14.767 0.296
H -13.412 -1.275 10.924 0.360
H -16.714 -6.073 16.925 0.338
H -9.701 -3.945 18.021 0.341
H -5.349 -4.128 13.758 0.297
H -13.941 -8.295 11.154 0.295
H -9.461 -2.380 12.309 0.137
H -10.431 -3.740 10.706 0.347
H -6.472 -2.900 10.090 0.295
H -13.598 -7.503 18.437 0.253
H -5.662 -1.564 10.302 0.260
H -12.652 -7.725 13.565 0.278
H -13.863 -5.570 10.054 0.458
H -9.502 -0.790 14.550 0.264
H -8.356 -4.257 15.856 0.207
H -11.597 -9.611 17.131 0.286
H -15.651 -5.687 12.186 0.289
H -12.086 0.398 11.983 0.271
H -13.520 -4.558 12.518 0.287
H -10.147 -1.546 18.642 0.300
H -13.401 -9.634 11.621 0.260
H -10.979 -0.723 15.032 0.239
H -7.553 -2.244 12.872 0.153
H -6.258 -4.883 12.677 0.396
H -15.262 -0.903 13.241 0.287
H -11.132 -0.254 10.843 0.310
H -16.094 -4.045 15.488 0.235
H -12.464 -5.481 8.508 0.428
H -12.368 -2.464 19.791 0.321
H -15.476 -2.112 14.215 0.453
H -12.930 -1.194 16.630 0.253
H -9.851 -5.379 18.425 0.239
H -7.496 -8.443 11.805 0.285
H -14.697 -3.930 19.284 0.293
H -13.778 -1.093 15.341 0.336
H -9.814 -2.172 9.949 0.322
H -8.610 -7.808 12.781 0.394
H -16.768 -6.618 12.732 0.304
H -7.582 -6.170 11.149 0.261
H -12.581 -6.130 10.507 0.305
H -12.541 -6.565 14.532 0.171
H -14.015 -3.528 11.474 0.355
H -10.410 -4.665 9.450 0.205
H -8.761 -1.081 9.781 0.284
H -11.651 -4.158 14.378 0.039
H -14.941 -1.469 10.551 0.268
H -14.655 -6.066 15.275 0.158
H -12.168 -3.127 16.392 -0.197
H -16.308 -6.485 18.339 0.311
H -9.700 -1.311 17.171 0.313
H -13.282 -6.661 17.203 0.290
H -10.559 -7.179 14.375 0.236
H -10.438 -6.619 12.267 0.106
H -13.683 -4.332 18.261 0.264
H -7.618 -0.868 12.370 0.269
H -11.391 -2.235 20.934 0.293
H -11.790 -5.757 7.123 0.244
H -11.296 -4.389 12.922 -0.248
H -11.464 -8.601 16.040 0.285
```

The value obtained for the relative energy (zero: lowest compared OMol25 entry of this formula, charge and spin) is 26.9 kcal/mol. For the max |F|, the calculation gives 0.034 hartree/bohr.

=====

The following is a quantum chemistry calculation of a 34-piece molecular cluster, H68O34 overall at a distorted geometry, from the OMol25 dataset.

The geometry in XYZ format:
```
102
Properties=species:S:1:pos:R:3:mulliken_charge:R:1
O -3.936 -1.913 -0.002 -0.696
O -2.607 4.435 3.136 -0.594
O 1.469 5.354 -2.123 -0.661
O 2.046 2.883 -4.618 -0.625
O -1.468 3.394 -4.025 -0.649
O -1.850 -3.610 0.516 -0.585
O -1.089 5.034 0.741 -0.761
O 1.144 -1.909 0.625 0.211
O 0.103 -4.265 -1.466 -0.566
O -0.928 2.607 4.748 -0.619
O 3.313 -1.114 -3.235 -0.675
O 3.301 1.572 -2.203 -0.746
O 0.539 -2.196 -3.595 -0.578
O -2.794 3.163 -0.550 -0.463
O -0.029 0.156 -0.598 0.246
O 2.157 -4.542 0.844 -0.624
O 1.967 -4.241 3.566 -0.592
O -1.643 -3.533 3.388 -0.803
O 4.356 -1.727 -0.804 -0.687
O -1.901 0.977 1.368 -0.361
O 3.176 -0.752 2.404 -0.749
O 1.255 0.512 3.781 -0.647
O 1.152 2.605 -0.897 0.090
O -5.315 -1.216 -2.951 -0.677
O 1.413 4.218 1.258 -0.667
O 3.019 -4.200 -1.624 -0.535
O -4.251 0.165 2.659 -0.533
O -4.178 -2.930 2.935 -0.674
O 3.408 1.064 0.591 -0.432
O 2.060 3.047 3.722 -0.669
O -2.051 -2.011 -2.235 -0.500
O -0.586 -1.218 2.645 -0.932
O -3.282 0.650 -1.876 -0.428
O -1.260 0.032 -4.044 -0.717
H 0.944 -2.670 -4.322 0.215
H -1.864 0.017 -3.302 0.395
H -1.104 -2.761 3.219 0.450
H 3.224 -4.803 -2.338 0.260
H -4.991 -1.375 -3.838 0.298
H 1.643 2.194 3.838 0.389
H -4.825 -3.632 2.871 0.289
H -0.543 3.621 -3.924 0.260
H 3.220 -0.103 1.702 0.334
H 0.292 -3.576 -2.103 0.366
H 4.244 1.512 0.722 0.242
H 1.473 -2.786 0.425 -0.285
H -1.438 -2.191 -2.948 0.233
H -0.101 -1.526 1.880 0.413
H -3.483 3.818 -0.655 0.261
H 3.240 1.140 -0.349 0.276
H -0.614 1.922 4.157 0.237
H -1.541 2.515 -3.655 0.371
H -4.075 1.016 -2.267 0.242
H 1.716 -5.388 0.918 0.300
H 0.928 -4.743 -1.379 0.192
H -1.241 -4.111 -0.028 0.206
H -3.584 -1.287 -0.634 0.214
H 1.251 -1.674 -3.224 0.327
H -2.981 1.325 -1.268 0.165
H 0.636 -0.212 3.687 0.377
H 2.574 -4.564 -0.018 0.274
H 4.103 -1.297 -3.742 0.278
H -1.612 -3.838 1.415 0.321
H 1.727 -1.586 1.313 0.255
H -4.525 -1.104 -2.423 0.344
H -3.249 -2.573 0.090 0.503
H 2.074 0.176 3.418 0.371
H 3.113 2.202 -2.900 0.245
H -4.911 -0.471 2.936 0.240
H 2.884 -4.459 3.730 0.282
H 2.018 2.294 -1.162 0.429
H -0.265 4.573 0.899 0.522
H 1.954 5.724 -1.386 0.279
H -2.541 -3.237 3.238 0.427
H 1.569 3.461 3.012 0.352
H -2.611 5.354 3.406 0.255
H -1.542 3.117 4.221 0.363
H -1.041 5.809 1.300 0.253
H 3.769 -3.606 -1.589 0.250
H 2.677 2.586 -5.274 0.279
H 3.297 0.722 -2.642 0.366
H -2.193 1.749 0.883 -0.003
H 1.604 3.559 0.592 0.354
H -4.567 1.002 2.999 0.227
H -2.072 3.637 -0.137 0.172
H 1.861 5.006 0.952 0.260
H 5.227 -1.568 -0.440 0.267
H 4.045 -0.733 2.804 0.294
H 3.542 -1.356 -2.338 0.339
H -1.534 -1.525 -1.592 0.097
H -0.437 -0.306 -3.691 0.283
H 3.764 -1.646 -0.055 0.286
H 1.275 4.456 -1.856 0.304
H -2.700 0.475 1.525 0.273
H 0.410 -0.631 -0.276 0.036
H -1.068 -0.452 2.332 0.419
H 1.232 2.433 -4.847 0.318
H -4.258 -2.455 2.107 0.316
H -0.712 0.332 0.050 0.046
H 0.599 1.824 -0.922 -0.105
H 1.877 -4.283 2.614 0.400
H -2.494 4.465 2.186 0.400
```

The value obtained for the relative energy (zero: lowest compared OMol25 entry of this formula, charge and spin) is 78.5 kcal/mol. For the max |F|, the calculation gives 0.028 hartree/bohr.

=====

The following is a quantum chemistry calculation of a 34-piece molecular cluster, H68O34 overall at a distorted geometry, from the OMol25 dataset.

The geometry in XYZ format:
```
102
Properties=species:S:1:pos:R:3:mulliken_charge:R:1
O -3.893 -2.222 -3.476 -0.621
O -0.996 -1.985 -2.993 -0.504
O 3.955 -3.312 -3.342 -0.615
O 2.900 5.181 -1.324 -0.692
O -2.157 3.954 -2.043 -0.637
O 0.604 -5.586 1.609 -0.739
O -0.884 -1.136 2.244 -0.224
O 0.467 0.999 0.281 0.049
O 1.306 -3.156 0.758 0.008
O -4.197 3.237 2.165 -0.690
O -2.323 1.549 -0.292 -0.457
O 3.431 2.775 1.296 -0.657
O -1.388 1.321 3.638 -0.755
O 1.355 1.344 3.063 -0.598
O 1.612 -1.630 3.236 -0.702
O 3.159 2.727 -2.082 -0.485
O -1.909 6.264 0.157 -0.625
O 2.657 -4.253 3.370 -0.694
O -1.838 -3.886 2.262 -0.638
O -1.876 0.718 -3.017 -0.742
O -1.584 4.121 1.779 -0.614
O -5.268 -0.550 -1.622 -0.580
O 6.112 -0.152 -0.999 -0.687
O 4.337 -3.905 1.003 -0.716
O 0.954 3.776 0.085 -0.524
O 3.101 -0.825 0.991 -0.323
O -6.603 -0.339 0.699 -0.587
O -3.435 -4.128 -1.624 -0.636
O 6.050 2.119 0.583 -0.684
O 0.137 2.668 -3.139 -0.649
O -4.220 -3.280 0.793 -0.763
O 1.690 -2.408 -1.912 -0.780
O -4.044 0.680 1.737 -0.682
O 3.290 0.037 -1.967 -0.559
H -0.077 -1.822 -2.845 0.259
H -3.738 -3.259 -0.035 0.404
H 0.753 0.986 1.220 0.105
H -0.245 1.808 -3.183 0.342
H -4.351 -2.343 0.969 0.339
H -3.479 0.831 0.962 0.427
H 0.607 -1.571 3.026 0.369
H 0.086 -5.951 0.848 0.284
H 1.092 2.573 -2.986 0.330
H -1.806 5.685 0.968 0.387
H 4.209 -2.428 -3.323 0.313
H -5.056 3.545 2.383 0.260
H 2.242 -2.825 -2.613 0.368
H 6.344 -0.930 -0.452 0.294
H 2.942 2.268 1.949 0.244
H -3.010 -1.897 -3.674 0.359
H 3.202 -4.393 2.603 0.370
H -2.421 3.699 1.638 0.311
H 3.049 1.006 -2.037 0.269
H 1.950 -2.434 0.851 -0.085
H -1.352 -4.655 2.041 0.289
H 1.222 0.489 -0.090 0.009
H 0.974 -4.733 1.370 0.423
H -1.683 0.446 3.339 0.270
H 3.137 3.587 -1.603 0.260
H 0.436 1.243 3.385 0.256
H 0.767 2.802 -0.008 0.342
H 2.806 5.741 -2.118 0.340
H 4.102 -3.638 -4.243 0.289
H -4.291 2.245 2.061 0.475
H 3.808 -4.271 0.268 0.333
H -0.656 -1.014 1.291 0.025
H -2.692 -3.872 1.813 0.356
H 1.909 -2.587 3.337 0.266
H 6.317 0.663 -0.486 0.392
H 2.002 4.859 -1.063 0.354
H 2.764 -0.974 1.896 0.231
H -1.427 3.621 -2.547 0.352
H 4.233 -2.951 0.791 0.280
H -7.392 -0.682 1.090 0.272
H -1.379 1.399 -0.336 0.193
H -4.812 0.160 1.492 0.266
H 0.137 4.031 0.598 0.191
H -2.324 2.365 -0.815 0.274
H 4.063 -0.621 1.050 0.181
H -5.063 0.344 -1.805 0.283
H 3.760 2.892 -2.797 0.194
H -3.785 -3.795 -2.458 0.349
H 6.209 2.935 0.029 0.312
H 4.161 0.003 -1.541 0.268
H -4.344 -2.253 -4.319 0.254
H -2.154 1.890 3.563 0.276
H -1.190 3.672 2.557 0.241
H 5.161 2.275 0.896 0.446
H 2.689 3.206 0.835 0.356
H -1.291 -2.028 2.279 0.305
H 1.850 0.616 3.477 0.317
H -2.303 1.290 -2.365 0.382
H -1.926 4.790 -1.616 0.281
H -6.398 -0.885 -0.037 0.303
H -1.051 -2.920 -2.877 0.244
H -4.589 -1.027 -2.113 0.342
H 2.177 -1.527 -1.733 0.292
H -3.834 -4.994 -1.450 0.280
H 1.896 -4.855 3.259 0.351
H -1.839 -0.126 -2.522 0.278
H 1.159 -3.079 -0.208 0.303
H -2.761 6.660 0.253 0.279
```

The value obtained for the relative energy (zero: lowest compared OMol25 entry of this formula, charge and spin) is 18.2 kcal/mol. For the max |F|, the calculation gives 0.054 hartree/bohr.

=====

no.,HOMO-LUMO gap (eV),total energy (eV)
1,9.96,-17245.86922
2,9.12,-62402.47714
3,10.62,-68645.01995
4,8.07,-70723.21046
5,10.61,-70725.82573